P.
Formula: C20H21N3O5S
Source: OMol25
Level of theory: ωB97M-V/def2-TZVPD

Its SMILES is COc1ccc(Cc2nnc(NC(=O)c3cc(OC)c(OC)c(OC)c3)s2)cc1. The HOMO-LUMO gap is 0.3035 Eh.

XYZ file:
```
50
Properties=species:S:1:pos:R:3:nbo_charge:R:1
C 4.617 -1.143 -5.023 -0.254
H 5.694 -1.135 -4.869 0.202
O 4.090 -0.245 -4.076 -0.508
C 2.745 -0.043 -4.048 0.375
C 2.288 0.874 -3.098 -0.274
C 0.944 1.154 -2.988 -0.186
C 0.020 0.529 -3.820 -0.054
C 0.473 -0.387 -4.753 -0.181
C 1.824 -0.672 -4.877 -0.326
H 2.140 -1.387 -5.620 0.220
H -0.230 -0.889 -5.401 0.209
C -1.454 0.817 -3.648 -0.470
C -1.885 0.215 -2.362 0.084
N -1.940 0.837 -1.246 -0.263
N -2.263 0.090 -0.200 -0.308
C -2.449 -1.151 -0.484 0.244
N -2.762 -2.150 0.383 -0.647
C -2.747 -2.133 1.779 0.698
O -3.418 -2.952 2.367 -0.569
C -1.872 -1.147 2.430 -0.154
C -0.633 -0.808 1.906 -0.250
C 0.184 0.115 2.544 0.225
C -0.244 0.704 3.746 0.302
C -1.486 0.313 4.297 0.260
C -2.286 -0.606 3.644 -0.259
H -3.241 -0.909 4.038 0.236
O -1.801 0.918 5.472 -0.480
C -3.024 0.584 6.084 -0.251
H -3.877 0.849 5.450 0.176
H -3.073 -0.480 6.332 0.178
H -3.061 1.171 7.000 0.200
O 0.424 1.614 4.497 -0.493
C 1.497 2.357 3.963 -0.239
H 2.378 1.736 3.795 0.187
H 1.219 2.850 3.029 0.178
H 1.720 3.111 4.719 0.188
O 1.412 0.471 2.050 -0.510
C 1.736 0.101 0.731 -0.252
H 0.955 0.400 0.026 0.187
H 2.657 0.634 0.498 0.198
H 1.916 -0.975 0.643 0.175
H -0.288 -1.293 1.009 0.221
H -3.242 -2.952 -0.009 0.420
S -2.246 -1.506 -2.211 0.288
H -2.025 0.391 -4.474 0.228
H -1.627 1.893 -3.596 0.249
H 0.596 1.862 -2.251 0.225
H 3.012 1.355 -2.461 0.223
H 4.238 -2.159 -4.869 0.176
H 4.396 -0.823 -6.046 0.176
```


Q.
Formula: C20H21N3O5S
Source: OMol25
Level of theory: ωB97M-V/def2-TZVPD

Its SMILES is CC(=O)c1cccc(S(=O)(=O)N2CCC[C@H](c3nc(-c4ccc(C)o4)no3)C2)c1. The HOMO-LUMO gap is 0.3020 Eh.

XYZ file:
```
50
Properties=species:S:1:pos:R:3:nbo_charge:R:1
O -3.920 3.986 -3.059 -0.534
O 2.290 2.395 -1.151 -0.913
O 1.127 2.712 -3.261 -0.913
N 1.518 -3.804 1.930 -0.129
N -0.029 -2.382 1.153 -0.514
O 1.822 -3.472 0.581 -0.297
O 0.323 -3.951 4.606 -0.390
C -3.703 4.352 -1.893 0.558
C 0.411 -3.184 2.213 0.276
C 0.896 -2.522 0.221 0.557
C -1.497 -2.945 3.797 -0.244
C -1.773 -3.378 5.147 -0.327
C -0.251 -3.364 3.521 0.206
C -0.616 -3.963 5.599 0.313
C -1.447 3.563 1.035 -0.218
C -2.499 4.106 0.292 -0.144
C -0.406 2.901 0.335 -0.155
C -1.469 3.274 -1.796 -0.059
C -2.542 3.914 -1.111 -0.192
C -0.387 2.781 -1.039 -0.378
N 0.709 0.446 -2.034 -0.649
C -4.848 5.099 -1.198 -0.716
C -0.356 -4.486 6.991 -0.656
C -0.411 0.107 -2.909 -0.238
C 0.862 -0.280 -0.764 -0.229
C -0.380 -1.389 -3.196 -0.404
C -0.304 -2.212 -1.877 -0.389
C 0.934 -1.782 -1.062 -0.294
S 1.058 2.152 -1.920 2.259
H -2.115 -2.407 3.083 0.240
H -2.646 -3.201 5.726 0.226
H -1.486 3.651 2.109 0.230
H -3.293 4.625 0.834 0.225
H 0.476 2.514 0.877 0.244
H -1.521 3.201 -2.896 0.259
H -5.595 5.384 -1.958 0.247
H -5.348 4.529 -0.407 0.233
H -4.439 6.013 -0.734 0.222
H 0.357 -3.779 7.536 0.230
H -1.280 -4.531 7.598 0.235
H 0.076 -5.471 6.883 0.232
H -1.396 0.377 -2.427 0.176
H -0.299 0.648 -3.858 0.244
H 1.824 0.030 -0.295 0.246
H 0.019 -0.007 -0.144 0.201
H -1.255 -1.667 -3.834 0.225
H 0.497 -1.595 -3.798 0.208
H -0.276 -3.282 -2.074 0.224
H -1.221 -1.986 -1.281 0.217
H 1.866 -2.016 -1.625 0.247
```


Energies in eV, measured from the most stable structure: P 0.000; Q 0.491.


P.
Formula: C2H4N2OS2
Source: OMol25
Level of theory: ωB97M-V/def2-TZVPD

Its SMILES is NNC(=S)C(=O)S. The HOMO-LUMO gap is 0.2896 Eh.

XYZ file:
```
11
Properties=species:S:1:pos:R:3:nbo_charge:R:1
C -0.184 0.308 -0.094 -0.032
C -1.463 -0.554 -0.158 0.336
H 1.961 1.430 -0.008 0.396
H 2.366 -0.339 0.047 0.358
H 0.624 -0.639 -1.634 0.409
H -1.844 -0.259 2.260 0.175
N 2.139 0.483 -0.685 -0.631
N 0.861 -0.044 -0.913 -0.376
O -1.909 -1.053 -1.233 -0.535
S 0.171 1.118 1.307 -0.135
S -2.723 -0.451 1.111 0.035
```


Q.
Formula: C2H4N2OS2
Source: OMol25
Level of theory: ωB97M-V/def2-TZVPD

The HOMO-LUMO gap is 0.3217 Eh.

XYZ file:
```
11
Properties=species:S:1:pos:R:3:nbo_charge:R:1
C 1.597 -0.301 -0.115 -0.114
C -2.474 -0.829 -0.182 -0.117
H 0.175 1.399 1.094 0.471
H 2.616 1.487 -0.428 0.417
H -2.393 -1.765 0.614 0.176
H -3.428 -0.276 -0.454 0.215
N 1.762 1.035 0.003 -0.345
N -1.354 -0.199 -0.517 -0.486
O 0.583 1.903 -0.018 -0.510
S 2.912 -1.244 -0.186 -0.081
S 0.004 -1.210 0.187 0.374
```


R.
Formula: C2H4N2OS2
Source: OMol25
Level of theory: ωB97M-V/def2-TZVPD

Its SMILES is O/N=C\N(S)C=S. The HOMO-LUMO gap is 0.3081 Eh.

XYZ file:
```
11
Properties=species:S:1:pos:R:3:nbo_charge:R:1
C 0.646 1.137 -0.129 0.162
C 0.658 -1.207 -0.814 -0.090
H -0.764 1.131 2.597 0.495
H 1.352 1.892 -0.660 0.235
H -1.884 -1.271 0.074 0.150
H 1.781 -1.155 -0.511 0.209
N 0.316 1.514 1.027 -0.105
N 0.039 -0.042 -0.718 -0.603
O -0.672 0.690 1.658 -0.570
S -1.657 -0.124 -0.912 0.202
S 0.185 -2.564 -1.613 -0.086
```


Energies in eV, measured from the most stable structure: P 0.000; Q 2.656; R 1.107.


P.
Formula: C2H4N2OS2
Source: OMol25
Level of theory: ωB97M-V/def2-TZVPD

Its SMILES is N/C(=N/O)C(=S)S. The HOMO-LUMO gap is 0.3099 Eh.

XYZ file:
```
11
Properties=species:S:1:pos:R:3:nbo_charge:R:1
C -0.122 0.434 -0.050 0.286
C 1.170 -0.324 0.095 -0.360
H -0.886 2.106 -0.747 0.387
H 0.771 2.229 -0.347 0.397
H -2.211 -1.284 1.148 0.482
H 0.052 -2.160 -0.919 0.135
N 0.023 1.659 -0.744 -0.804
N -1.290 0.050 0.273 -0.183
O -1.283 -1.132 0.983 -0.569
S 1.285 -1.969 -0.398 0.182
S 2.491 0.392 0.705 0.047
```


Q.
Formula: C2H4N2OS2
Source: OMol25
Level of theory: ωB97M-V/def2-TZVPD

Its SMILES is C=NSC(=S)NO. The HOMO-LUMO gap is 0.3181 Eh.

XYZ file:
```
11
Properties=species:S:1:pos:R:3:nbo_charge:R:1
C 1.494 -0.352 -0.011 -0.143
C -2.326 -0.900 -0.272 -0.068
H 0.584 1.872 1.153 0.468
H 2.261 1.529 -0.490 0.398
H -2.611 -1.592 0.583 0.153
H -3.136 -0.473 -0.896 0.190
N 1.468 0.998 -0.151 -0.301
N -1.149 -0.476 -0.444 -0.552
O 0.402 1.767 0.207 -0.511
S 2.952 -1.173 -0.145 -0.141
S 0.062 -1.200 0.467 0.508
```


R.
Formula: C2H4N2OS2
Source: OMol25
Level of theory: ωB97M-V/def2-TZVPD

Its SMILES is C=NSC(=S)NO. The HOMO-LUMO gap is 0.3004 Eh.

XYZ file:
```
11
Properties=species:S:1:pos:R:3:nbo_charge:R:1
C -0.324 -0.374 -0.792 -0.124
C 1.109 1.544 2.440 -0.088
H 1.114 -1.905 0.597 0.469
H 1.256 -1.066 -1.806 0.385
H 0.552 1.312 3.512 0.180
H 2.013 2.182 2.861 0.202
N 0.999 -0.525 -1.059 -0.322
N 0.665 1.486 1.075 -0.551
O 1.790 -1.318 0.022 -0.583
S -1.478 -0.752 -1.838 0.032
S -0.748 0.518 0.879 0.401
```


S.
Formula: C2H4N2OS2
Source: OMol25
Level of theory: ωB97M-V/def2-TZVPD

The HOMO-LUMO gap (spin up / spin down) is 0.1928 / 0.1937 Eh.

XYZ file:
```
11
Properties=species:S:1:pos:R:3:nbo_charge:R:1
C 0.345 -0.919 -1.213 -0.148
C -0.405 0.472 0.550 0.008
N -0.488 -0.064 -0.753 -0.338
N -1.418 1.446 0.695 -0.823
O 2.288 -2.600 -1.255 -0.805
S 1.421 1.270 0.790 -0.240
S 1.611 -1.827 -0.254 1.165
H 0.039 -1.424 -2.099 0.214
H -0.405 -0.323 1.301 0.205
H -1.704 1.525 1.720 0.368
H -1.284 2.445 0.517 0.391
```


Energies in eV, measured from the most stable structure: P 0.000; Q 1.050; R 3.545; S 2.682.


P.
Formula: C20H24N2O5S
Source: OMol25
Level of theory: ωB97M-V/def2-TZVPD

Its SMILES is CCCc1ccccc1OCCNS(=O)(=O)c1cc2c(cc1C)OCC(=O)N2. The HOMO-LUMO gap is 0.3328 Eh.

XYZ file:
```
52
Properties=species:S:1:pos:R:3:nbo_charge:R:1
C 5.833 -2.000 -0.812 -0.611
C 4.919 -1.377 -1.859 -0.384
H 4.154 -2.096 -2.155 0.206
H 5.503 -1.122 -2.746 0.198
C 4.229 -0.107 -1.343 -0.417
C 3.301 -0.401 -0.200 -0.084
C 3.659 -0.116 1.107 -0.186
C 2.814 -0.406 2.166 -0.241
C 1.589 -0.992 1.912 -0.199
C 1.202 -1.285 0.614 -0.334
C 2.053 -0.994 -0.445 0.367
O 1.777 -1.259 -1.764 -0.517
C 0.486 -1.675 -2.134 -0.084
C -0.510 -0.502 -2.129 -0.265
N -1.880 -0.894 -2.360 -0.862
S -2.697 -1.484 -1.015 2.318
O -1.837 -2.314 -0.215 -0.958
O -3.909 -2.066 -1.506 -0.934
C -2.996 0.032 -0.123 -0.365
C -2.364 0.175 1.098 -0.212
C -2.534 1.336 1.834 0.138
C -3.370 2.344 1.335 0.286
C -3.982 2.186 0.099 -0.237
C -3.800 1.032 -0.656 0.040
C -4.439 0.879 -1.995 -0.654
H -4.863 -0.117 -2.093 0.254
H -5.212 1.628 -2.142 0.217
H -3.686 0.988 -2.774 0.235
H -4.601 2.989 -0.267 0.230
O -3.559 3.502 2.019 -0.470
C -3.312 3.454 3.411 -0.166
C -2.117 2.612 3.847 0.652
O -1.488 2.835 4.853 -0.576
N -1.863 1.555 3.035 -0.613
H -1.127 0.914 3.302 0.421
H -3.161 4.486 3.735 0.229
H -4.197 3.052 3.932 0.200
H -1.740 -0.626 1.460 0.246
H -2.011 -1.492 -3.162 0.404
H -0.487 -0.011 -1.153 0.218
H -0.216 0.231 -2.887 0.210
H 0.596 -2.063 -3.152 0.189
H 0.112 -2.478 -1.491 0.202
H 0.245 -1.753 0.447 0.240
H 0.926 -1.239 2.729 0.204
H 3.113 -0.178 3.178 0.214
H 4.619 0.342 1.298 0.211
H 3.654 0.331 -2.161 0.221
H 4.987 0.610 -1.023 0.204
H 5.265 -2.278 0.073 0.209
H 6.311 -2.893 -1.209 0.210
H 6.610 -1.299 -0.517 0.197
```


Q.
Formula: C20H24N2O5S
Source: OMol25
Level of theory: ωB97M-V/def2-TZVPD

Its SMILES is COc1cc(C(=O)Nc2cccc(S(=O)(=O)N3CCCC3)c2)cc(OC)c1C. The HOMO-LUMO gap is 0.3338 Eh.

XYZ file:
```
52
Properties=species:S:1:pos:R:3:nbo_charge:R:1
C 3.289 0.426 -3.896 -0.251
H 3.891 0.955 -4.632 0.204
O 2.670 -0.624 -4.598 -0.493
C 1.858 -1.482 -3.920 0.309
C 1.570 -1.379 -2.564 -0.279
C 0.734 -2.320 -1.971 -0.125
C 0.204 -3.361 -2.722 -0.300
C 0.479 -3.458 -4.081 0.393
C 1.306 -2.510 -4.693 -0.103
C 1.631 -2.581 -6.152 -0.636
H 1.332 -1.656 -6.644 0.224
H 2.706 -2.689 -6.288 0.225
H 1.120 -3.420 -6.612 0.233
O -0.012 -4.439 -4.886 -0.511
C -0.822 -5.437 -4.311 -0.253
H -1.075 -6.113 -5.127 0.201
H -0.287 -5.990 -3.534 0.181
H -1.741 -5.017 -3.892 0.178
H -0.419 -4.077 -2.212 0.239
C 0.399 -2.295 -0.521 0.669
O 0.172 -3.305 0.111 -0.598
N 0.348 -1.030 0.010 -0.598
C 0.112 -0.641 1.323 0.147
C 0.025 0.725 1.594 -0.166
C -0.184 1.154 2.885 -0.337
C -0.315 0.265 3.934 -0.207
C -0.236 -1.093 3.664 -0.192
C -0.027 -1.548 2.375 -0.219
H 0.033 -2.604 2.169 0.260
H -0.335 -1.807 4.467 0.221
H -0.462 0.646 4.932 0.240
S -0.308 2.919 3.146 2.308
O -0.344 3.187 4.558 -0.945
O 0.693 3.579 2.358 -0.941
N -1.796 3.197 2.395 -0.661
C -1.990 4.554 1.904 -0.241
H -2.462 4.496 0.919 0.198
H -1.010 5.018 1.796 0.237
C -2.901 5.280 2.918 -0.428
H -2.411 6.155 3.338 0.219
H -3.821 5.601 2.431 0.206
C -3.193 4.227 3.994 -0.426
H -4.209 4.286 4.377 0.214
H -2.489 4.323 4.820 0.230
C -2.915 2.907 3.271 -0.234
H -3.766 2.602 2.654 0.198
H -2.647 2.095 3.945 0.222
H 0.132 1.466 0.817 0.223
H 0.462 -0.264 -0.640 0.403
H 2.030 -0.607 -1.968 0.209
H 3.941 0.052 -3.100 0.179
H 2.554 1.118 -3.471 0.174
```


Energies in eV, measured from the most stable structure: P 0.000; Q 0.491.


P.
Formula: C3H5N2O2
Source: OMol25
Level of theory: ωB97M-V/def2-TZVPD

The HOMO-LUMO gap (spin up / spin down) is 0.2764 / 0.2763 Eh. Its net charge is +1.

XYZ file:
```
12
Properties=species:S:1:pos:R:3:nbo_charge:R:1
C 0.846 -0.957 -0.042 0.279
C -0.002 1.432 -0.415 0.300
C -1.193 -0.267 0.644 0.073
N 1.483 -1.046 -1.020 0.237
N -0.001 -1.003 0.968 -0.581
O 2.347 -1.204 -1.792 -0.276
O -0.596 1.105 0.681 -0.366
H 0.748 2.099 -0.505 0.203
H -0.200 1.123 -1.418 0.195
H -1.633 -0.307 -0.439 0.231
H -1.997 -0.157 1.404 0.259
H 0.197 -0.817 1.934 0.447
```


Q.
Formula: C3H5N2O2
Source: OMol25
Level of theory: ωB97M-V/def2-TZVPD

The HOMO-LUMO gap (spin up / spin down) is 0.2869 / 0.2778 Eh. Its net charge is +1.

XYZ file:
```
12
Properties=species:S:1:pos:R:3:nbo_charge:R:1
C -0.813 0.855 -0.407 -0.017
C -0.421 -1.427 0.048 0.178
C 1.343 -0.010 -0.224 0.894
N -1.287 -0.423 -0.106 -0.467
N 0.578 1.017 -0.274 -0.511
O 0.917 -1.233 -0.535 -0.477
O 2.589 0.170 0.138 -0.579
H -1.479 1.727 -0.719 0.268
H -0.475 -2.482 0.234 0.250
H -2.327 -0.740 0.024 0.490
H 0.909 1.895 -0.340 0.449
H 3.075 -0.595 0.075 0.522
```


Energies in eV, measured from the most stable structure: P 3.638; Q 0.000.